DFT (ωB97M-V with the def2-TZVPD basis set) results for a cluster of 2 separate species, CH6N3OS in total at a distorted geometry.

Each line ends with the Löwdin charge.
Positions of all 12 atoms, in Å:
C (0.806, 0.140, 0.109)  -0.31
N (1.933, -0.229, -0.587)  0.22
N (0.520, 1.359, 0.672)  0.22
N (-0.138, -0.813, 0.259)  -0.05
O (-1.295, -0.504, 0.784)  -0.16
S (-3.365, 0.154, -0.754)  0.55
H (2.763, 0.182, -0.868)  0.11
H (1.909, -1.140, -1.003)  0.12
H (1.145, 2.257, 0.633)  0.20
H (-0.301, 1.420, 1.151)  0.06
H (0.041, -1.767, -0.041)  0.18
H (-4.018, -1.059, -0.353)  -0.15

Output
* spin multiplicity: 1
* HOMO energy (spin up / spin down): -0.4860 / -0.4841 Ha
* LUMO level (spin up / spin down): -0.2648 / -0.2656 hartree
* net charge: +1
* relative energy (zero: lowest compared OMol25 entry of this formula, charge and spin): 408.69 kJ/mol